Entry 1:
12
Properties=species:S:1:pos:R:3:forces:R:3 method="wB97M-V/def2-TZVPD" homo_ev=-8.77 gap_ev=8.92 total_charge=0 smiles="N#C[C@H](O)C(O)=C=N"
C -0.8151 -0.0379 0.1931 0.9888 -0.3311 0.3786
C -0.5553 1.2185 -0.1437 -2.1984 0.3848 -0.4124
C 0.4318 -0.8856 0.3410 -0.1627 1.4954 -0.7355
O -2.0218 -0.5079 0.6371 -0.2670 0.1636 0.1568
O 0.6219 -1.8223 -0.6876 0.0500 -0.4433 0.0780
N -0.6044 2.2791 -0.7506 1.1037 -0.3732 -0.3793
C 1.5112 0.1798 0.3268 1.0188 -1.9567 0.5478
N 2.5262 0.7207 0.3322 -0.2723 0.4576 -0.0914
H -2.1072 -1.4381 0.3914 0.0808 0.1437 -0.0715
H 0.7309 -1.3688 -1.5335 -0.1034 0.0644 0.1319
H -0.1450 3.1090 -0.3900 -0.4352 0.1240 0.5312
H 0.4269 -1.4464 1.2837 0.1968 0.2708 -0.1343

***

Entry 2:
54
Properties=species:S:1:pos:R:3:forces:R:3 method="wB97M-V/def2-TZVPD" homo_ev="-14.38 / -14.48" gap_ev="6.02 / 5.88" total_charge=+2 multiplicity=4
P 0.4088 -2.0787 1.0445 0.6855 -4.7338 0.5389
P 0.0753 2.5530 2.0035 0.6020 0.4619 -0.4064
C 1.2488 0.5446 0.2645 -1.2514 -1.1132 -1.4073
C 1.3377 2.0049 0.6409 -1.0239 -0.0598 0.0087
H 0.4825 0.0751 -0.6584 2.8323 1.6138 -0.4795
H 2.1940 0.0357 -0.0453 -0.5966 0.3611 0.8932
H 2.2337 2.1150 1.2587 0.1745 -0.2231 -0.7120
H 1.3522 2.7459 -0.1887 0.2354 -0.6513 0.3693
C -1.2633 3.6324 1.2569 -0.2438 0.0259 -0.3813
H -1.4675 4.5643 1.8411 0.5823 -0.6899 -0.4292
H -2.2600 3.1077 1.2461 1.0878 0.2127 -0.0950
H -0.9536 3.8847 0.2193 -0.4417 0.1798 0.5859
C 1.3698 3.7190 2.6251 -0.1613 0.2265 0.3024
H 1.4908 4.5117 1.8928 0.0753 0.3085 0.0284
H 2.3219 3.1866 2.6919 -0.1973 0.0629 0.1940
H 1.1815 4.1367 3.6148 -0.2774 0.0397 -0.1699
C -0.6061 -3.4489 0.3260 -1.2931 -0.1506 0.0866
H -0.6169 -4.3480 0.9464 0.4496 0.1652 0.1934
H -0.2710 -3.7242 -0.6860 -0.2763 0.0363 0.6451
H -1.6871 -3.1697 0.2768 0.8185 -0.2805 0.1781
C 2.0416 -2.6608 0.5004 1.2790 0.6125 -0.2293
H 2.8209 -1.8875 0.5556 -0.2187 -0.1202 0.0508
H 2.0819 -3.0618 -0.5172 -0.0956 0.0779 0.3942
H 2.3984 -3.4540 1.1581 -0.3231 -0.0223 0.1809
Tc -0.6672 -0.2525 0.5002 -1.8140 3.2826 2.9436
C 0.1229 1.2970 -2.2847 -0.6757 0.4777 -0.1935
C -1.1537 1.2009 -1.8009 -0.4122 0.8554 -1.0293
C -2.2820 0.5035 -2.5512 -0.3233 -0.6763 -0.2437
C -1.8974 -0.9345 -2.9539 -0.0578 0.2122 0.2323
C -1.0942 -1.5039 -1.8165 0.8464 -1.7068 -1.1293
C 0.2732 -1.6648 -1.8994 -1.0947 -0.5960 -0.7584
C 1.1852 -1.0034 -2.8764 -0.0181 0.6740 -0.6105
C 0.7611 0.4459 -3.3497 0.5726 0.1171 -0.3583
C 0.4776 -2.4540 2.7974 -0.2275 0.5819 -0.1948
H 0.7638 2.1186 -1.9554 -0.2289 -0.4517 0.3819
H -1.5236 1.9023 -1.0243 0.5065 0.0151 -0.4821
H -2.5869 1.0037 -3.4886 0.1379 0.4019 0.6817
H -3.1569 0.4436 -1.8807 0.2157 0.1463 -0.4029
H -2.8138 -1.5613 -3.0644 0.6952 0.4958 -0.0792
H -1.3064 -1.0016 -3.8965 -0.6447 0.1463 0.7070
H -1.7095 -2.1513 -1.1774 0.6069 0.3258 -0.2033
H 0.8078 -2.4938 -1.4429 -0.6668 0.6425 0.3054
H 1.2347 -1.6176 -3.8059 -0.0064 0.2003 0.6103
H 2.2277 -1.0030 -2.4734 -0.7582 0.0778 -0.2390
H 1.7185 0.9345 -3.6510 -0.9105 -0.2507 -0.0290
H 0.0989 0.3758 -4.2369 0.4918 0.0754 0.5028
H 1.1865 -1.7011 3.1121 0.6782 -0.1934 0.7483
H 0.8388 -3.5007 2.8665 -0.3143 0.7755 0.4596
H -0.4538 -2.1808 3.3136 0.1909 -0.6556 -0.2259
C -1.3764 0.3792 3.3942 0.5511 -0.4529 1.3379
O -1.8224 -0.1489 2.1664 1.2167 -0.3363 -2.6001
H -1.7940 1.3887 3.5895 0.1158 -0.5733 -0.2564
H -0.2590 0.4753 3.3920 -1.2149 -0.2292 0.4291
H -1.7137 -0.2797 4.2305 0.1201 0.2780 -0.6441

***

Entry 3:
19
Properties=species:S:1:pos:R:3:forces:R:3 method="wB97M-V/def2-TZVPD" homo_ev=-8.22 gap_ev=9.22 total_charge=0
C -1.4735 0.3176 0.1218 -0.6153 0.5231 -3.7943
C -1.2682 1.7932 0.2748 0.1940 -0.1320 0.5647
N -0.0471 0.3538 -2.2955 -0.6829 1.4340 0.3519
O -0.3614 -0.3645 -1.1673 -0.8542 -0.9678 2.4141
H 0.9001 0.7220 -2.2058 -0.1731 -0.3589 -0.0926
H -0.1658 -0.2263 -3.1244 0.0004 0.0239 0.4792
H -1.6851 -0.2351 1.0319 1.4659 -0.5921 -0.0207
H -2.3212 0.0872 -0.5214 -0.1540 0.3708 0.0323
H -0.5649 2.0360 1.0718 0.2556 -0.0974 -0.2477
H -0.9592 2.2415 -0.6658 0.0361 0.0295 -0.0694
H -2.2031 2.2633 0.5949 -0.1676 -0.1102 -0.2423
C 0.8344 -2.2648 0.7311 -0.8254 -0.0830 -0.6199
O 2.1627 0.9863 0.7825 1.0553 0.5443 -0.3644
N 1.2006 -0.0099 0.8049 -0.3992 -2.9710 1.0102
N 1.6841 -1.1175 0.5421 0.8631 2.2498 0.6902
H 2.3695 1.1503 1.7193 -0.2305 -0.0294 -0.3512
H -0.2198 -2.0741 0.5267 0.0067 0.1573 0.1977
H 0.9654 -2.6283 1.7531 0.0928 0.0462 -0.1055
H 1.1526 -3.0306 0.0253 0.1324 -0.0372 0.1677

***

Entry 4:
27
Properties=species:S:1:pos:R:3:forces:R:3 method="wB97M-V/def2-TZVPD" homo_ev="-10.09 / -12.84" gap_ev="5.77 / 8.39" total_charge=+1 multiplicity=4
C 0.7200 0.7526 -2.8266 -0.6080 0.1571 -2.1360
C 0.0554 -0.0001 -3.8275 1.4857 0.9557 -1.0388
C -0.3633 -1.3207 -3.6564 -0.1925 0.0659 -0.5350
C -0.3217 -2.0345 -2.4662 0.9387 -1.7898 1.5516
C 0.2520 -1.5590 -1.2578 -0.6993 -2.3493 -1.4443
Re -0.4267 0.2019 -1.4210 0.5632 0.9324 2.3212
P 0.1958 2.4501 -0.5104 -0.2099 1.3586 -0.2269
H 1.2440 1.6429 -3.1170 0.3145 0.1730 -0.1801
H 0.0045 0.4043 -4.8563 0.0641 -0.3008 0.5286
H -0.6021 -1.8828 -4.5622 -0.6871 0.3337 0.2982
H 0.4354 -2.2746 -0.4474 -0.1382 0.2518 -0.5973
H -0.6414 -3.0932 -2.4722 0.1470 0.5830 -0.2905
H -0.7263 3.2584 0.2355 0.5660 -0.3389 -0.0811
H 0.5310 3.4173 -1.4899 -0.1644 -0.2458 0.1755
H 1.4002 2.5979 0.2500 -0.6370 -0.3559 -0.0933
N 0.1676 -0.0891 6.1424 -0.2972 -0.2040 -3.0917
C 0.0446 -0.1754 4.9778 0.1379 -0.0129 2.7720
C -0.1117 -0.2631 3.5438 -0.2485 -0.3455 -0.1010
C 0.8663 -0.8851 2.7586 0.5130 0.5583 -0.2328
C 0.7781 -0.7703 1.3726 -0.0092 -0.2976 0.1721
N -0.2542 -0.1405 0.7722 -0.4332 0.4660 1.2774
C -1.2293 0.4007 1.5295 0.0235 -0.4750 0.6626
C -1.2430 0.2804 2.9214 0.0390 0.6475 -0.2350
H 1.7537 -1.3500 3.2108 -0.5582 0.2357 -0.2214
H 1.5499 -1.2115 0.7129 -0.5789 0.5189 0.6521
H -1.9995 0.9525 0.9798 0.1179 -0.3710 0.3879
H -2.0794 0.6909 3.5038 0.5509 -0.1510 -0.2939

***

ΔE to the lowest compared entry with this formula, charge and spin list, top to bottom, in kcal/mol: 85.81 70.23 178.36 0.00